1.
Density functional theory data (ωB97M-V/def2-TZVPD) for a structure of composition C2H12F6LiNO10S2.

XYZ file:
```
34
Properties=species:S:1:pos:R:3
S 2.947 -18.496 4.370
S 4.053 -18.757 6.559
F 2.702 -16.168 3.091
F 5.227 -19.086 8.904
F 3.273 -20.067 8.748
F 0.961 -16.646 4.239
F 3.400 -17.870 9.041
F 2.891 -15.946 5.318
O 1.958 -19.165 3.495
O 4.716 -17.501 6.390
O -3.399 -16.728 11.653
O -1.013 -20.555 10.646
O -4.198 -14.093 6.075
O 4.268 -18.577 3.775
O 4.771 -19.947 6.107
O 0.853 -23.148 6.159
O -2.633 -19.844 5.786
O -0.089 -14.635 9.293
N 2.588 -18.693 6.098
C 3.968 -18.936 8.511
C 2.308 -16.655 4.255
Li -0.441 -18.229 7.818
H 0.905 -22.207 5.994
H -4.103 -13.222 6.461
H -3.518 -14.618 6.498
H -2.851 -19.800 4.855
H -2.968 -17.573 11.528
H -0.449 -13.886 8.817
H -2.835 -16.101 11.200
H -0.230 -20.874 11.094
H 0.499 -14.247 9.941
H -1.483 -21.348 10.389
H -3.144 -20.583 6.118
H 1.169 -23.551 5.350
```

## Properties
LUMO level   -2.4 eV
Calculated total energy   -2293.5382 Eh
Spin multiplicity   1
Energy above the lowest of the compared OMol25 structures with the same formula, charge and spin   5.623 eV
HOMO-LUMO gap   6.6 eV

---

2.
Density functional theory data (ωB97M-V/def2-TZVPD) for a cluster of 2 separate species, CH7N2O3 in total.

XYZ file:
```
13
Properties=species:S:1:pos:R:3
O -2.195 -0.234 -0.349
O -2.570 1.085 -0.119
O -0.332 -1.545 -0.617
N -0.194 0.513 0.166
N 2.291 0.074 0.135
C -0.880 -0.427 -0.213
H 2.909 0.756 -0.260
H -1.098 -2.170 -0.482
H 2.819 -0.287 0.959
H -0.650 1.397 0.438
H 1.319 0.453 0.369
H 2.031 -0.687 -0.412
H -3.451 1.071 0.384
```

## Properties
LUMO level   -3.2 eV
Calculated total energy   -377.1814 Eh
Spin multiplicity   1
Energy above the lowest of the compared OMol25 structures with the same formula, charge and spin   0.458 eV
HOMO-LUMO gap   11.6 eV
Charge   +1

---

3.
Density functional theory data (ωB97M-V/def2-TZVPD) for a structure of composition C5H8N2O.

XYZ file:
```
16
Properties=species:S:1:pos:R:3
O 0.909 1.324 0.568
N -1.006 -1.614 -0.396
N -0.216 1.778 -0.275
C -1.506 -0.337 0.112
C -0.402 -0.810 0.927
C -1.175 0.973 -0.591
C 1.847 -0.758 -0.708
C 0.946 -0.164 0.588
H -0.537 -1.572 1.666
H 3.209 -0.986 -0.209
H -2.053 1.500 -1.116
H 1.924 0.325 -1.767
H 1.796 -0.516 1.239
H -2.463 -0.486 0.720
H -0.356 -1.390 -1.087
H 1.510 -2.046 -1.268
```

## Properties
LUMO level   0.4 eV
Calculated total energy   -379.7395 Eh
Spin multiplicity   1
Energy above the lowest of the compared OMol25 structures with the same formula, charge and spin   9.488 eV
HOMO-LUMO gap   10.4 eV

---

4.
Density functional theory data (ωB97M-V/def2-TZVPD) for the molecule C20H21NO2.

XYZ file:
```
44
Properties=species:S:1:pos:R:3
O -0.350 3.220 -0.725
O -2.508 -1.039 -0.859
N 0.139 -0.909 0.508
C -1.178 2.297 -0.767
C 1.305 -1.885 0.575
C -5.290 2.466 -1.702
C -2.622 2.504 -1.046
C 0.241 0.101 -0.543
C 3.687 1.522 -1.228
C -2.297 0.187 -0.889
C 1.599 1.920 0.612
C 2.516 0.766 -1.316
C 0.900 -3.108 1.397
C 3.805 2.486 -0.226
C 1.954 -4.182 1.706
C -4.622 1.240 -1.560
C -1.030 0.860 -0.608
C 1.489 -5.355 2.580
C -3.267 3.721 -1.194
C -3.276 1.276 -1.192
C 1.489 0.959 -0.397
C -4.627 3.700 -1.507
C 2.760 2.698 0.689
H -2.679 4.628 -1.065
H 0.714 -5.935 2.073
H 0.806 2.042 1.350
H 2.832 3.457 1.472
H -5.091 0.270 -1.736
H -0.742 -1.397 0.339
H 2.140 -1.314 0.998
H 0.507 -2.729 2.353
H -5.171 4.642 -1.608
H 2.348 -4.584 0.762
H 1.101 -5.023 3.548
H 1.553 -2.107 -0.463
H 2.809 -3.701 2.197
H 0.087 -0.428 1.407
H 2.334 -6.022 2.774
H 0.284 -0.480 -1.470
H 0.078 -3.597 0.853
H -6.343 2.461 -1.979
H 2.381 0.014 -2.096
H 4.729 3.041 -0.104
H 4.506 1.318 -1.915
```

## Properties
LUMO level   0.3 eV
Calculated total energy   -979.9314 Eh
Spin multiplicity   1
Energy above the lowest of the compared OMol25 structures with the same formula, charge and spin   1.468 eV
HOMO-LUMO gap   7.6 eV
SMILES string   CCCC[NH2+][C@@H](C1=C([O-])c2ccccc2C1=O)c1ccccc1

---

5.
Density functional theory data (ωB97M-V/def2-TZVPD) for a cluster of 9 separate species, C17H42Cl10O10 in total.

XYZ file:
```
79
Properties=species:S:1:pos:R:3
Cl 0.953 -1.204 35.398
Cl 0.901 -4.056 34.366
Cl -4.143 -7.219 34.203
Cl -4.701 -1.231 36.317
Cl -8.946 4.162 34.895
Cl -7.967 6.808 35.045
Cl -8.098 5.692 32.525
Cl -10.610 6.158 33.887
Cl -2.036 -6.120 30.543
Cl -3.529 1.905 36.288
O -8.238 3.208 40.723
O -3.921 -1.230 30.155
O 0.775 -2.082 43.792
O -13.887 -1.174 39.025
O -10.834 -0.859 38.091
O -4.646 -5.059 41.209
O -10.214 3.528 42.867
O -0.272 0.781 44.186
O -5.024 1.396 29.355
O -7.563 -5.678 40.776
C -8.673 4.450 41.264
C 0.234 -1.197 42.852
C -5.201 -6.055 40.335
C -4.950 -0.032 37.731
C -9.046 4.362 42.708
C -2.819 -7.087 31.867
C 0.439 -1.433 33.676
C -6.536 -5.599 39.832
C 1.132 -2.812 33.227
C -11.398 -1.533 39.207
C -12.666 -0.669 39.680
C -5.416 0.690 30.527
C -3.591 -6.237 32.862
C -8.909 5.711 34.072
C -3.767 0.898 37.779
C -5.260 -0.803 30.349
C -0.869 -0.334 43.484
H -12.465 0.387 39.500
H -1.589 0.005 42.738
H -3.439 -7.805 31.331
H -5.748 -1.049 29.405
H -3.962 1.660 38.534
H -3.037 -5.336 33.126
H -13.818 -1.024 38.079
H -4.944 1.007 31.457
H -3.775 -0.739 29.343
H -9.078 2.744 40.690
H -8.270 3.901 43.320
H -4.489 -6.365 39.570
H -5.028 -0.532 38.696
H -5.722 -1.304 31.199
H 0.702 -3.185 32.297
H -12.839 -0.995 40.705
H -5.138 2.337 29.504
H -11.666 -2.568 38.994
H -0.558 0.785 45.102
H 2.213 -2.707 33.133
H -6.851 -6.223 38.995
H -10.524 -1.541 39.859
H -5.868 0.514 37.516
H 1.423 -1.632 44.338
H -1.937 -7.550 32.307
H -0.613 -1.714 33.641
H -4.434 -5.699 32.428
H -10.576 3.740 43.730
H 1.030 -0.624 42.376
H -5.493 -7.018 40.755
H -9.159 5.351 43.152
H 0.742 -0.594 33.050
H -0.180 -1.844 42.078
H -3.687 -5.032 41.255
H -6.482 0.832 30.702
H -6.460 -4.658 39.286
H -11.302 -1.102 37.289
H -9.457 4.798 40.592
H -7.900 5.194 41.072
H -1.360 -0.883 44.287
H -2.852 0.381 38.071
H -7.596 -5.069 41.517
```

## Properties
LUMO level   0.1 eV
Calculated total energy   -6027.0479 Eh
Spin multiplicity   1
HOMO-LUMO gap   10.1 eV
SMILES string   ClC(Cl)(Cl)Cl.ClCCCl.ClCCCl.ClCCCl.OCCO.OCCO.OCCO.OCCO.OCCO

---

6.
Density functional theory data (ωB97M-V/def2-TZVPD) for a structure of composition C6H12MnN2O3SbSe4Te.

XYZ file:
```
30
Properties=species:S:1:pos:R:3
Te -1.682 1.000 1.006
Sb 1.117 -3.793 2.460
Se 3.457 -3.794 3.295
Se -0.517 -5.131 3.608
Se 0.098 -1.528 1.856
Se 1.269 -5.465 0.721
Mn 0.819 0.529 1.251
O 0.124 3.545 1.406
O 1.993 1.216 -2.545
O 1.467 2.040 2.411
N -0.280 -0.987 -1.849
N 1.571 0.897 -0.341
C -2.936 -0.586 0.378
C 1.189 -0.951 -1.875
C 1.692 2.322 -0.023
C 1.633 0.483 -1.649
C 1.019 2.720 1.403
C -2.072 2.275 -0.634
H -0.631 -0.536 -2.688
H -2.579 -1.517 0.807
H -1.262 2.997 -0.680
H -3.005 2.783 -0.406
H -2.950 -0.636 -0.707
H 1.570 -1.573 -1.065
H -3.925 -0.344 0.759
H 1.213 2.964 -0.758
H 2.735 2.618 0.110
H -0.599 -1.948 -1.884
H 1.622 -1.290 -2.819
H -2.150 1.693 -1.547
```

## Properties
LUMO level (spin up / spin down)   -2.6 / -3.0 eV
Expectation value of S²   6.184
Calculated total energy   -11835.9416 Eh
Spin multiplicity   5
Energy above the lowest of the compared OMol25 structures with the same formula, charge and spin   0.000 eV
HOMO-LUMO gap (spin up / spin down)   6.3 / 5.7 eV

---

7.
Density functional theory data (ωB97M-V/def2-TZVPD) for a cluster of 2 separate species, C4H5N3 in total.

XYZ file:
```
12
Properties=species:S:1:pos:R:3
N 3.246 -1.991 -1.663
N 0.059 -0.744 -1.045
N -0.516 1.351 1.268
C 0.569 1.595 1.637
C 2.340 -1.508 -1.130
C -1.824 1.025 0.812
C 1.186 -0.904 -0.482
H -2.098 1.689 -0.011
H 1.328 -0.564 0.544
H -2.536 1.143 1.632
H 0.069 -1.089 -2.007
H -1.823 -0.002 0.445
```

## Properties
LUMO level   -0.2 eV
Calculated total energy   -319.6030 Eh
Spin multiplicity   1
Energy above the lowest of the compared OMol25 structures with the same formula, charge and spin   2.973 eV
HOMO-LUMO gap   11.2 eV

---

8.
Density functional theory data (ωB97M-V/def2-TZVPD) for the molecule C7H11NO.

XYZ file:
```
20
Properties=species:S:1:pos:R:3
O -1.587 1.070 -0.595
N 1.054 0.374 -2.156
C -1.481 -1.323 -0.927
C -0.730 0.808 2.068
C 0.618 0.197 -0.895
C -0.183 -0.093 1.109
C -0.772 -0.082 -0.417
C 1.224 0.217 0.356
C 2.457 0.053 0.877
H -2.391 -1.483 -0.347
H -1.052 0.462 3.039
H 3.312 -0.248 0.280
H -1.768 -1.204 -1.973
H 0.409 0.726 -2.847
H -0.147 -1.119 1.483
H -0.845 -2.206 -0.832
H -1.990 1.253 0.276
H 2.608 0.158 1.944
H 2.028 0.565 -2.326
H -0.764 1.874 1.880
```

## Properties
LUMO level (spin up / spin down)   -0.2 / 0.3 eV
Calculated total energy   -403.1707 Eh
Spin multiplicity   1
Energy above the lowest of the compared OMol25 structures with the same formula, charge and spin   4.442 eV
HOMO-LUMO gap (spin up / spin down)   6.3 / 8.3 eV

---

9.
Density functional theory data (ωB97M-V/def2-TZVPD) for a cluster of 2 separate species, C26H27N5O7S in total.

XYZ file:
```
66
Properties=species:S:1:pos:R:3
S -1.062 1.411 2.923
O -0.744 2.673 2.306
O 2.906 0.116 -1.429
O -2.134 -3.797 4.235
O -0.828 1.145 4.315
O -0.549 -5.301 4.012
O 4.169 -1.032 1.404
O 4.021 1.162 1.252
N -1.007 -4.152 3.812
N 3.494 0.021 1.317
N 1.259 -0.645 -2.923
N -0.012 0.334 1.945
N 1.320 2.517 -1.372
C 0.632 3.556 -1.959
C -3.127 1.216 1.136
C 1.038 4.865 -1.756
C -0.210 -3.211 3.093
C 2.093 -0.134 1.342
C -0.669 -1.893 2.934
C 3.280 -2.270 -3.004
C 0.052 -0.525 -5.146
C -6.362 -0.771 0.938
C -2.657 0.819 2.390
C -4.340 0.709 0.686
C 1.746 0.222 -1.890
C -4.601 -0.543 2.737
C -5.075 -0.191 1.470
C 1.786 -2.054 -2.891
C -3.396 -0.034 3.208
C 0.828 1.211 -1.375
C 2.858 4.083 -0.391
C 0.196 -1.003 2.312
C 2.139 5.148 -0.936
C 1.230 -0.072 -4.294
C 1.103 0.838 1.307
C 2.464 2.785 -0.655
C 1.089 -3.597 2.649
C 1.946 -2.670 2.062
C 1.492 -1.362 1.869
H 0.450 5.663 -2.211
H 3.669 -1.833 -3.929
H 1.189 1.891 1.116
H -6.475 -0.530 -0.129
H -6.363 -1.865 1.056
H 1.204 1.018 -4.191
H -0.132 -1.602 -5.076
H -5.179 -1.213 3.371
H 3.463 -3.349 -3.033
H 3.724 4.183 0.268
H 1.424 -2.477 -1.941
H 3.797 -1.860 -2.133
H -3.004 -0.315 4.179
H -0.245 3.261 -2.537
H 2.424 6.163 -0.684
H -0.848 0.019 -4.845
H 2.172 -0.356 -4.804
H 2.957 -2.926 1.756
H -4.741 1.031 -0.277
H -0.238 1.096 -1.576
H -2.557 1.925 0.536
H 1.262 -2.551 -3.720
H -1.639 -1.583 3.313
H 1.399 -4.628 2.780
H 2.920 1.927 -0.179
H 0.252 -0.278 -6.195
H -7.257 -0.387 1.451
```

## Properties
LUMO level   -0.8 eV
Calculated total energy   -2205.3231 Eh
Spin multiplicity   1
Energy above the lowest of the compared OMol25 structures with the same formula, charge and spin   0.000 eV
HOMO-LUMO gap   6.7 eV

---

10.
Density functional theory data (ωB97M-V/def2-TZVPD) for a cluster of 2 separate species, C3H8OS2 in total.

XYZ file:
```
14
Properties=species:S:1:pos:R:3
S 1.964 -0.107 1.548
S 1.434 0.677 -0.299
O -3.386 -1.465 -2.510
C -2.134 0.214 -1.295
C -2.534 -1.102 -1.748
C 0.785 0.851 2.586
H 2.372 -0.125 -0.769
H -1.820 -0.097 -0.339
H -1.609 1.016 -1.868
H -1.624 -1.856 -1.563
H 0.169 0.180 3.343
H -3.085 0.659 -1.248
H 0.266 1.522 1.996
H 1.337 1.515 3.293
```

## Properties
LUMO level (spin up / spin down)   -5.8 / -8.5 eV
Expectation value of S²   0.755
Calculated total energy   -990.3204 Eh
Spin multiplicity   2
Energy above the lowest of the compared OMol25 structures with the same formula, charge and spin   1.996 eV
HOMO-LUMO gap (spin up / spin down)   6.7 / 4.0 eV
Charge   +1

---

11.
Density functional theory data (ωB97M-V/def2-TZVPD) for a cluster of 2 separate species, C2H8OS2Si in total.

XYZ file:
```
14
Properties=species:S:1:pos:R:3
S 1.362 2.152 -2.366
S -1.882 1.138 -1.695
Si -0.500 -0.372 0.565
O -1.562 0.373 -0.225
C 1.021 -1.205 -0.194
C -0.818 -0.505 2.413
H -0.049 1.823 -2.197
H -1.909 -0.453 2.631
H 1.244 -2.111 0.225
H 0.864 -1.275 -1.174
H 1.004 2.129 -3.690
H -0.378 -1.434 2.862
H 1.984 -0.539 -0.055
H -0.380 0.277 2.900
```

## Properties
LUMO level   -0.7 eV
Calculated total energy   -1242.0263 Eh
Spin multiplicity   1
Energy above the lowest of the compared OMol25 structures with the same formula, charge and spin   3.127 eV
HOMO-LUMO gap   6.7 eV

---

12.
Density functional theory data (ωB97M-V/def2-TZVPD) for a cluster of 2 separate species, C4H11N3O2 in total.

XYZ file:
```
20
Properties=species:S:1:pos:R:3
O 2.608 0.436 -1.019
O 2.448 0.279 1.196
N -0.158 -0.835 1.404
N -0.133 -0.504 -0.841
N -2.023 -1.446 0.219
C -0.761 -0.894 0.193
C 2.445 0.955 0.202
C 2.364 2.466 0.209
C -3.043 -1.114 -0.742
H -2.631 -1.111 -1.754
H 3.143 2.849 0.873
H -3.567 -0.163 -0.589
H -0.663 -0.424 -1.700
H 2.606 2.848 -0.780
H 1.368 2.777 0.507
H 1.936 -0.208 -1.300
H -3.753 -1.945 -0.790
H -0.634 -1.218 2.200
H -2.398 -1.930 1.015
H 0.846 -0.819 1.499
```

## Properties
LUMO level   0.8 eV
Calculated total energy   -473.7767 Eh
Spin multiplicity   1
Energy above the lowest of the compared OMol25 structures with the same formula, charge and spin   0.708 eV
HOMO-LUMO gap   9.7 eV
SMILES string   [H]/N=C(/N)NC.CC(=O)O